(1)
Molecular formula: C52H143N13O13
Method: DFT, ωB97M-V/def2-TZVPD

The calculation puts the frontier orbital gap at 0.3333 Eh. The molar mass is 1158.79 g mol⁻¹. The HOMO energy comes out at -8.8 eV. The calculation puts the relative energy (zero: lowest compared OMol25 entry of this formula, charge and spin) at 7.063 eV.

CARTESIAN COORDINATES (ANGSTROEM)
C  0.484  -1.041  7.642
C  0.533  0.124  6.711
C  1.541  -0.029  5.501
O  1.717  1.248  4.847
C  2.765  1.148  3.784
N  -0.765  0.263  6.032
H  -0.406  -1.085  8.270
H  1.369  -1.170  8.265
H  0.364  -1.927  7.018
H  0.743  1.004  7.319
H  1.109  -0.846  4.923
H  2.470  -0.466  5.867
H  3.788  0.848  4.010
H  2.976  2.105  3.306
H  2.304  0.537  3.009
H  -0.979  -0.515  5.426
H  -0.562  1.000  5.372
C  -0.886  0.856  1.368
C  -0.093  1.169  0.046
C  0.642  -0.040  -0.518
O  1.076  0.252  -1.787
C  1.870  -0.749  -2.445
N  -0.937  1.797  -0.966
H  -1.733  0.202  1.163
H  -1.242  1.720  1.930
H  -0.155  0.513  2.100
H  0.805  1.722  0.323
H  -0.088  -0.845  -0.604
H  1.470  -0.376  0.106
H  2.916  -0.857  -2.158
H  1.869  -0.705  -3.534
H  1.353  -1.686  -2.241
H  -0.265  2.010  -1.689
H  -1.406  0.969  -1.306
C  -1.477  8.248  5.193
C  -0.262  7.346  5.118
C  -0.162  6.569  3.762
O  0.934  5.612  3.855
C  0.576  4.239  3.948
N  0.862  8.260  5.262
H  -1.384  8.891  6.068
H  -2.423  7.731  5.353
H  -1.535  8.957  4.367
H  -0.295  6.716  6.007
H  -0.098  7.200  2.876
H  -1.013  5.907  3.604
H  1.472  3.619  3.960
H  0.023  3.900  3.072
H  -0.079  4.028  4.793
H  1.727  7.826  4.971
H  0.848  8.341  6.269
C  3.636  0.969  -8.713
C  2.945  1.067  -7.303
C  3.955  1.107  -6.137
O  4.580  -0.183  -5.873
C  5.452  -0.158  -4.738
N  2.113  2.282  -7.418
H  4.111  -0.003  -8.842
H  4.293  1.817  -8.908
H  2.868  1.057  -9.482
H  2.382  0.144  -7.166
H  3.524  1.610  -5.271
H  4.741  1.810  -6.414
H  5.548  -1.180  -4.371
H  4.969  0.324  -3.888
H  6.427  0.260  -4.992
H  1.496  2.613  -6.689
H  1.390  1.951  -8.040
C  -1.518  3.097  -5.984
C  -0.646  2.924  -4.805
C  -0.523  1.396  -4.546
O  -1.828  0.729  -4.418
C  -1.888  -0.434  -3.750
N  0.664  3.469  -5.116
H  -0.976  3.223  -6.921
H  -1.940  4.100  -5.910
H  -2.352  2.396  -6.034
H  -1.080  3.332  -3.892
H  -0.007  1.062  -3.645
H  0.180  1.004  -5.281
H  -1.595  -0.253  -2.716
H  -1.271  -1.235  -4.156
H  -2.903  -0.818  -3.855
H  1.242  3.294  -4.307
H  0.669  4.467  -5.272
C  1.666  4.850  -1.328
C  2.856  3.890  -1.474
C  3.405  3.231  -0.081
O  4.206  2.109  -0.359
C  4.199  1.109  0.662
N  2.378  2.850  -2.379
H  2.054  5.743  -0.837
H  0.807  4.464  -0.779
H  1.310  5.084  -2.331
H  3.668  4.451  -1.937
H  2.479  2.870  0.364
H  3.843  3.835  0.713
H  4.840  0.233  0.565
H  3.232  0.712  0.971
H  4.652  1.651  1.491
H  2.512  1.968  -1.904
H  1.370  2.858  -2.323
C  -3.376  4.692  -1.530
C  -2.455  5.350  -0.519
C  -3.003  6.654  0.043
O  -2.606  7.724  -0.805
C  -2.608  8.958  -0.146
N  -2.103  4.400  0.546
H  -3.423  5.189  -2.499
H  -4.338  4.713  -1.017
H  -3.063  3.661  -1.694
H  -1.539  5.540  -1.079
H  -2.665  6.820  1.066
H  -4.089  6.570  0.072
H  -2.142  9.732  -0.755
H  -2.117  9.008  0.826
H  -3.620  9.345  -0.030
H  -1.691  3.606  0.076
H  -2.895  4.006  1.033
C  -1.236  -4.048  -2.985
C  -1.159  -5.418  -2.259
C  0.071  -6.321  -2.798
O  0.273  -7.343  -1.865
C  1.234  -8.330  -2.423
N  -0.877  -5.132  -0.888
H  -0.258  -3.582  -3.100
H  -1.887  -3.467  -2.331
H  -1.628  -4.148  -3.998
H  -2.057  -6.035  -2.256
H  0.962  -5.752  -3.067
H  -0.223  -6.791  -3.737
H  0.798  -8.825  -3.290
H  1.312  -9.038  -1.598
H  2.191  -7.902  -2.721
H  -0.008  -4.631  -0.769
H  -0.615  -6.040  -0.532
C  -7.776  3.065  5.948
C  -6.859  2.311  5.028
C  -5.566  3.119  4.958
O  -4.618  2.403  4.158
C  -3.342  3.020  4.084
N  -6.657  0.888  5.477
H  -7.319  3.187  6.931
H  -8.732  2.542  5.958
H  -8.059  4.065  5.622
H  -7.319  2.413  4.045
H  -5.217  3.258  5.981
H  -5.843  4.109  4.595
H  -3.162  4.084  4.232
H  -2.807  2.823  3.155
H  -2.611  2.676  4.816
H  -6.109  1.079  6.303
H  -5.995  0.460  4.844
C  -3.590  -2.363  1.640
C  -4.545  -1.988  2.808
C  -4.069  -0.812  3.602
O  -2.814  -0.961  4.230
C  -2.629  -2.057  5.107
N  -5.882  -1.709  2.156
H  -3.733  -3.338  1.173
H  -2.540  -2.441  1.920
H  -3.627  -1.640  0.825
H  -4.665  -2.914  3.370
H  -4.803  -0.539  4.360
H  -3.947  -0.002  2.882
H  -1.859  -1.876  5.858
H  -2.553  -3.023  4.608
H  -3.456  -2.302  5.773
H  -6.267  -2.459  1.601
H  -6.656  -1.469  2.760
C  4.037  -3.689  1.784
C  4.919  -3.308  0.668
C  4.037  -3.145  -0.626
O  3.135  -4.239  -0.970
C  3.779  -5.308  -1.628
N  5.706  -2.138  0.938
H  3.163  -3.039  1.822
H  4.467  -3.504  2.768
H  3.593  -4.683  1.833
H  5.530  -4.198  0.520
H  4.691  -3.007  -1.487
H  3.378  -2.283  -0.527
H  3.194  -6.226  -1.662
H  4.759  -5.547  -1.214
H  3.829  -5.076  -2.692
H  6.363  -2.477  1.625
H  6.339  -2.118  0.151
C  0.426  -3.153  2.404
C  0.384  -4.092  3.634
C  0.833  -5.529  3.394
O  -0.265  -6.362  2.999
C  0.047  -7.630  2.425
N  1.217  -3.354  4.653
H  1.102  -3.521  1.632
H  0.578  -2.115  2.700
H  -0.554  -3.083  1.934
H  -0.603  -4.095  4.095
H  1.209  -6.063  4.267
H  1.589  -5.462  2.611
H  0.685  -7.529  1.547
H  -0.941  -8.080  2.335
H  0.628  -8.140  3.193
H  2.212  -3.414  4.488
H  1.265  -3.822  5.547
C  -0.274  -7.002  -6.873
C  0.094  -5.592  -6.408
C  1.616  -5.480  -6.212
O  2.045  -4.623  -5.223
C  1.865  -3.223  -5.545
N  -0.467  -4.710  -7.392
H  0.008  -7.806  -6.193
H  0.230  -7.270  -7.802
H  -1.358  -7.007  -6.981
H  -0.403  -5.443  -5.450
H  2.161  -5.374  -7.150
H  1.828  -6.518  -5.957
H  2.562  -2.618  -4.964
H  0.856  -2.851  -5.365
H  2.186  -3.000  -6.563
H  -0.239  -3.768  -7.106
H  -1.469  -4.748  -7.510

=====

(2)
Molecular formula: C18H43F2N6O9S2V
Method: DFT, ωB97M-V/def2-TZVPD

Its spin multiplicity is 2. The calculation puts the frontier orbital gap (alpha / beta) at 0.2456 / 0.2536 Eh. The molar mass is 640.65 g mol⁻¹. The HOMO energy (alpha / beta) comes out at -9.7 / -9.7 eV. The calculation puts the relative energy (zero: lowest compared OMol25 entry of this formula, charge and spin) at 2.879 eV. As for the net charge: +1. The expectation value of S² is 0.79.

CARTESIAN COORDINATES (ANGSTROEM)
O  0.487  -1.258  0.198
V  0.103  0.199  -0.257
N  1.881  1.148  0.054
S  2.153  2.590  0.950
O  2.189  3.718  0.091
O  2.925  2.509  2.121
F  0.671  2.610  1.540
S  3.347  1.120  -0.528
O  4.481  0.996  0.312
O  3.417  1.715  -1.824
F  3.249  -0.447  -0.942
C  3.536  -4.942  4.759
C  3.485  -4.363  3.351
N  2.999  -2.970  3.136
C  4.108  -2.057  3.454
C  3.755  -0.619  3.091
C  1.870  -2.718  4.028
C  0.585  -3.337  3.513
H  2.574  -5.202  5.198
H  4.147  -4.291  5.389
H  4.100  -5.878  4.764
H  4.504  -4.412  2.965
H  2.852  -4.949  2.680
H  4.977  -2.319  2.854
H  4.322  -2.041  4.534
H  4.628  0.040  3.054
H  3.064  -0.116  3.768
H  3.386  -0.516  2.069
H  2.101  -2.939  5.079
H  1.661  -1.644  4.061
H  0.263  -2.950  2.549
H  0.648  -4.430  3.498
H  -0.253  -3.173  4.201
C  -1.862  1.229  2.360
O  -1.146  0.544  1.629
N  -3.190  1.169  2.402
C  -3.934  2.025  3.316
C  -3.949  0.313  1.551
H  -1.436  1.888  3.126
H  -4.834  1.507  3.642
H  -4.325  2.882  2.757
H  -3.342  2.404  4.141
H  -4.689  0.759  0.879
H  -3.417  -0.463  1.012
H  -4.616  -0.329  2.150
C  0.390  -0.930  -3.485
O  0.386  -0.543  -2.322
N  0.120  -0.165  -4.545
C  0.079  -0.787  -5.875
C  0.094  1.281  -4.453
H  0.467  -1.986  -3.776
H  0.783  -1.610  -5.938
H  0.371  -0.038  -6.609
H  -0.955  -1.055  -6.090
H  -0.677  1.626  -5.154
H  -0.098  1.630  -3.449
H  0.979  1.698  -4.945
C  -1.124  3.160  -1.304
O  -0.652  2.038  -1.094
N  -0.541  4.146  -1.961
C  0.776  4.117  -2.564
C  -1.260  5.370  -2.261
H  -2.194  3.404  -1.215
H  0.709  3.989  -3.648
H  1.424  3.322  -2.201
H  1.310  5.053  -2.404
H  -2.328  5.290  -2.068
H  -0.805  6.262  -1.836
H  -1.235  5.537  -3.344
C  -2.484  -1.417  -1.492
O  -1.910  -0.511  -0.899
N  -3.443  -1.199  -2.394
C  -4.288  -2.246  -2.955
C  -3.833  0.129  -2.819
H  -2.308  -2.500  -1.424
H  -5.284  -2.222  -2.514
H  -3.880  -3.242  -2.779
H  -4.327  -2.105  -4.033
H  -4.012  0.159  -3.893
H  -4.708  0.509  -2.290
H  -3.021  0.836  -2.645